# 1
{"formula": "C2H2F2OS", "method": "ωB97M-V/def2-TZVPD", "species": ["C", "C", "O", "F", "F", "S", "H", "H"], "xyz": [[0.18410, -0.35003, -0.35143], [0.27788, 0.95446, 0.35596], [-1.44846, -2.52772, -1.02792], [1.02752, 1.82611, -0.37666], [0.95846, 0.76558, 1.56006], [-1.58251, -1.25914, -0.29521], [1.12454, -0.86951, -0.66141], [-0.54154, 1.46024, 0.79661]], "gap_ha": [0.316, 0.316], "homo_energy_ev": [-9.86, -10.09], "total_energy_ev": -20420.8915}



# 2
{"formula": "C2H2F2S", "method": "ωB97M-V/def2-TZVPD", "species": ["C", "C", "F", "F", "S", "H", "H"], "xyz": [[1.72743, 0.45048, -0.38322], [-1.88757, -0.73299, 0.31587], [2.91307, -0.13099, 0.08769], [-2.61145, 0.11070, -0.45165], [0.34476, -0.09849, 0.31756], [1.92533, 1.00524, -1.27463], [-2.41157, -0.60396, 1.38838]], "gap_ha": 0.308, "homo_energy_ev": -9.10, "total_energy_ev": -18371.2858}



# 3
{"formula": "C2H2F2S", "method": "ωB97M-V/def2-TZVPD", "species": ["F", "C", "F", "C", "S", "H", "H"], "xyz": [[-1.46224, -0.07738, -0.95686], [-0.55466, -0.19945, 0.03242], [-0.34600, -1.53940, 0.02540], [0.79500, 0.56004, 0.10427], [2.09391, -0.51689, -0.52437], [-1.28193, 0.15166, 0.91460], [0.75593, 1.62141, 0.40454]], "gap_ha": 0.283, "homo_energy_ev": -9.50, "smiles": "FC(F)C=S", "total_energy_ev": -18374.0197}



Listing ΔE to the lowest compared entry with this formula, charge and spin for the structures above in their given order: 2.769 4.503 1.769 eV.